Version a
28
Properties=species:S:1:pos:R:3 method="wB97M-V/def2-TZVPD" smiles="[H]/N=C1/c2cc[nH]c2[C@]2(CN)[NH+]=CC=C[C@H]12" gap_ev=6.842 e_homo_ev=-11.83 total_charge=+1
N 0.203 -1.303 -2.488
N 0.952 -1.876 2.337
N -1.323 1.325 -0.288
N 1.830 1.208 -0.884
C 1.599 -0.192 0.826
C 0.719 -1.107 1.419
C -1.693 -0.549 1.663
C -0.833 -0.433 -1.905
C -2.333 0.667 1.768
C 0.941 0.416 -0.260
C 3.039 1.081 -0.295
C -0.535 0.067 -0.451
C -2.164 1.558 0.706
C 2.945 0.316 0.819
C -0.794 -0.958 0.648
H 0.275 -2.539 2.728
H -2.971 1.143 2.503
H -1.116 -1.871 0.216
H -0.767 0.556 -2.586
H -1.488 1.817 -1.154
H -0.053 -2.275 -2.431
H -2.584 2.455 0.478
H 3.858 1.574 -0.618
H 3.753 0.036 1.568
H -1.796 -0.835 -1.802
H 0.586 -1.111 -3.393
H 1.695 1.923 -1.614
H -1.943 -1.091 2.489

---

Version b
28
Properties=species:S:1:pos:R:3 method="wB97M-V/def2-TZVPD" smiles="C#[N+]c1c(C)nc(C)nc1/N=C/C1CC1" gap_ev=8.460 e_homo_ev=-13.20 total_charge=+1
N -0.411 -0.250 -1.520
N 0.115 0.146 0.771
N -0.084 1.515 -3.055
N 0.595 2.613 0.327
C -0.319 -0.743 -3.911
C -0.895 -1.759 3.759
C 0.204 3.807 -2.319
C 0.034 -1.002 2.830
C 0.225 1.880 -0.776
C 0.689 2.142 1.412
C -0.281 -0.822 1.456
C 0.125 2.398 -2.070
C 0.265 -2.451 3.237
C -0.302 0.251 -2.783
C -0.003 0.494 -0.528
H 0.646 -0.295 3.420
H -1.006 -1.505 1.065
H -1.037 -1.584 4.800
H 1.218 4.155 -2.248
H -0.548 -1.853 -3.487
H 1.015 2.378 2.395
H -1.783 -2.027 3.340
H -0.330 4.215 -1.336
H 1.216 -2.612 3.848
H 0.054 -3.241 2.495
H -0.413 4.194 -3.257
H -1.096 -0.490 -4.526
H 0.639 -0.674 -4.523

---

Most stable: version a